Entry 1:
21
Properties=species:S:1:pos:R:3:forces:R:3 method="wB97M-V/def2-TZVPD" fmax_ev_per_a=2.542 smiles="CC(O)(O)O.CC(C)=O" energy_ev=-13569.242 charge=0 lumo_energy_ev=0.69
O -0.38397 0.60703 -0.53772 -0.788 -1.145 -0.952
O 0.48530 -1.25899 -1.77115 0.300 -0.020 -0.168
O -1.13488 -1.61321 -0.21590 0.525 -0.139 1.196
O 0.99680 -1.02512 1.00566 0.022 1.256 0.070
C -1.74773 -0.63311 -2.30009 0.156 -0.140 0.236
C 1.94371 1.16559 0.98424 -0.143 0.129 -0.710
C -0.24691 0.63675 2.18594 -0.387 0.128 -0.583
C 0.79965 0.20644 1.18985 1.126 -1.767 1.438
C -0.71142 -0.87446 -1.23591 0.600 1.808 0.452
H 2.72508 0.72086 0.36435 -0.168 -0.023 0.059
H -0.35908 -1.59770 0.47910 -1.150 -0.156 -0.899
H 2.37635 1.43706 1.94845 -0.120 -0.070 0.049
H 1.58304 2.07750 0.50676 0.064 0.080 0.108
H 1.09176 -1.44432 -1.02940 -0.166 0.052 -0.147
H -2.61470 -0.15732 -1.85274 0.002 0.053 -0.007
H 0.08550 1.12164 -1.20506 0.021 -0.126 -0.105
H 0.21795 0.79865 3.16041 0.126 -0.068 -0.090
H -1.02673 -0.11502 2.27662 0.041 -0.066 -0.011
H -0.70372 1.56228 1.85454 -0.059 0.213 0.086
H -1.33320 -0.01858 -3.09478 -0.014 0.048 0.006
H -2.04279 -1.59599 -2.71318 0.012 -0.045 -0.028



Entry 2:
7
Properties=species:S:1:pos:R:3:forces:R:3 method="wB97M-V/def2-TZVPD" fmax_ev_per_a=7.695 smiles="C=C(I)C#N" energy_ev=-12731.731 charge=0 lumo_energy_ev=-0.01
I -2.27293 1.06229 -0.03861 0.463 -0.019 -0.051
N -0.54298 -2.60734 -0.03567 -0.236 -3.129 0.041
C -0.37419 0.21394 -0.05333 0.831 -3.781 -0.227
C -0.44677 -1.48648 -0.05869 0.490 7.679 -0.044
C 0.83962 0.78356 -0.05836 -1.634 -0.736 1.016
H 1.71961 0.23768 0.12364 0.781 -1.368 -0.365
H 1.07763 1.79635 0.12101 -0.694 1.354 -0.370



Which value of charge does entry 1 give? 0